# 1
The following is a quantum chemistry calculation of a cluster of 2 separate species, C2H2OS in total, from OMol25.

```
! RIJCOSX wB97M-V def2-TZVPD def2/J DEFGRID3
* xyz 0 1
C 0.821 -1.436 0.822
H 1.311 -2.231 0.278
S -0.288 2.702 -0.108
O -0.520 1.822 1.052
C 0.465 -0.290 0.956
H -0.719 1.838 -1.131
*
```

Calculated values
Molar mass, g mol⁻¹: 74.10
E_LUMO (spin up / spin down), eV: -1.67 / -1.81
Gap between HOMO and LUMO (spin up / spin down), eV: 8.9 / 8.0
Total energy, eV: -14981.779

***

# 2
The following is a quantum chemistry calculation of a structure of composition C47H37GeN6O4V, from OMol25.

```
! RIJCOSX wB97M-V def2-TZVPD def2/J DEFGRID3
* xyz 1 4
C -1.238 -5.080 3.504
H -2.759 0.382 1.580
C -1.115 -2.722 -0.484
O -0.758 2.209 1.225
H -2.557 -5.707 0.149
N 1.136 -1.949 -3.750
C -1.357 -4.084 -0.554
C 2.966 -2.634 0.861
H -2.144 -2.657 4.409
C 2.680 0.315 -2.866
H -3.436 1.619 6.024
H -2.937 -0.667 5.179
H -3.605 -1.842 1.625
C 4.176 -2.142 0.413
H 0.033 6.893 -0.844
H 1.278 3.388 -2.938
H -2.253 6.003 -0.564
C 0.735 1.770 -1.644
H -3.941 1.930 0.272
H -1.972 3.509 5.273
H 4.665 -0.031 -3.628
C 2.250 -2.389 -4.343
C -0.898 -1.238 3.348
N 0.091 -1.053 2.450
H 3.100 -3.910 -5.632
N 0.954 0.531 -1.209
N 2.202 -0.411 1.337
H -0.167 3.059 3.648
C 2.220 -3.551 -5.124
C -2.621 1.449 5.336
H 3.768 3.330 2.280
H -0.102 2.288 -1.203
H 2.770 -3.692 0.886
C -1.614 4.202 0.345
C -3.623 1.829 -0.761
C 3.684 -0.488 -3.563
C -1.924 -1.918 0.300
C -0.535 3.409 0.792
C 1.894 -0.178 -1.821
C -0.712 -3.602 3.141
H 3.724 3.958 0.619
H -4.016 -4.275 1.520
C 0.388 -3.423 2.319
C -1.335 0.019 3.916
H -5.127 3.148 -1.521
H 0.910 -5.156 -5.755
Ge -1.698 0.064 0.471
C -2.543 1.007 -1.061
H -0.743 -4.713 -1.180
H 1.950 5.655 0.046
C -2.967 -2.477 1.022
C 3.364 0.051 0.882
C 0.775 3.987 0.747
C 1.491 2.375 -2.634
H 4.336 -2.108 -4.700
C 2.495 1.644 -3.242
N -0.582 1.052 3.482
H 3.507 1.125 0.894
C -2.359 0.184 4.851
C -0.113 5.945 -0.355
H -0.300 -2.279 -1.044
O 1.696 2.102 1.797
H 0.914 -4.282 1.936
C -3.900 2.347 -3.081
C 1.846 3.269 1.368
N -0.074 -3.788 -4.595
C -1.341 -2.505 3.704
C 1.015 -4.231 -5.202
C 0.785 -2.125 2.020
H 3.103 2.082 -4.019
V 0.459 0.732 1.786
C 2.008 -1.743 1.344
C 4.385 -0.767 0.432
C -1.406 5.432 -0.219
C -2.847 1.503 -3.393
C -1.812 2.505 4.912
C 3.193 3.922 1.569
H -4.422 2.874 -3.865
C -4.297 2.501 -1.764
H -2.553 1.372 -4.424
C -0.808 2.258 3.997
O -0.670 -5.928 2.843
C -2.169 0.835 -2.387
C -3.204 -3.839 0.959
H 3.092 4.937 1.947
H -1.342 0.181 -2.635
C 3.496 -1.653 -4.190
H -0.859 -2.290 -3.445
H 2.040 -1.193 -1.477
H 5.323 -0.335 0.115
H 4.952 -2.811 0.077
C 0.957 5.242 0.135
C 0.040 -2.659 -3.922
H -2.602 3.782 0.420
C -2.390 -4.643 0.180
O -2.104 -5.038 4.356
*
```

Calculated values
Molar mass, g mol⁻¹: 873.40
E_LUMO (spin up / spin down), eV: -3.67 / -4.83
Gap between HOMO and LUMO (spin up / spin down), eV: 6.3 / 5.1
Total energy, eV: -148668.614

***

# 3
The following is a quantum chemistry calculation of a cluster of 10 separate species, C32H68NO14 in total, from OMol25.

```
! RIJCOSX wB97M-V def2-TZVPD def2/J DEFGRID3
* xyz 1 1
H 3.605 -65.097 -10.716
C 4.586 -67.502 -6.430
O 0.732 -64.355 -7.393
H 5.493 -68.587 -4.821
H 1.444 -69.257 -14.204
H 0.516 -70.188 -16.633
C 7.464 -63.311 -7.886
C 1.416 -69.644 -16.416
C 4.898 -70.850 -13.142
H 0.104 -63.148 -13.567
C 1.703 -70.958 -10.612
H -1.229 -66.355 -7.708
H 3.705 -68.985 -5.396
H 2.393 -70.411 -7.437
H 5.301 -69.457 -6.271
C 0.967 -65.615 -7.882
H 8.578 -61.459 -6.812
H 8.314 -68.711 -12.519
H -0.671 -64.516 -10.698
C 5.436 -62.662 -9.050
O 5.112 -67.342 -7.719
H 7.411 -71.440 -9.292
O 3.139 -69.128 -10.190
C 9.864 -67.217 -9.861
H 5.416 -72.151 -14.805
H 8.162 -68.556 -14.153
H 6.068 -62.230 -14.062
H 0.769 -70.934 -10.915
O 5.398 -68.133 -12.594
H 2.109 -63.356 -8.519
C 6.841 -70.879 -10.029
H 1.815 -71.847 -10.146
H 1.860 -68.739 -8.091
H 1.596 -69.057 -17.183
H 0.922 -62.269 -6.274
H 5.037 -65.781 -11.049
H 6.888 -63.522 -6.986
O 6.515 -64.944 -12.680
C 1.322 -62.078 -7.280
H 2.141 -71.379 -11.428
C 0.663 -63.753 -12.999
H 9.981 -66.225 -9.911
C 8.719 -62.547 -7.218
H 4.089 -66.356 -9.495
C 8.373 -67.582 -9.884
H 0.003 -67.602 -7.947
O 8.148 -68.964 -9.732
H 6.230 -72.436 -13.218
O 6.749 -62.344 -8.691
H 7.620 -62.745 -10.909
H -0.997 -62.636 -11.195
H 9.135 -63.199 -6.516
H 3.991 -70.382 -13.666
H 7.603 -64.273 -8.419
H 4.655 -66.264 -14.057
C 5.653 -62.704 -13.124
C 2.239 -69.876 -9.721
C -0.276 -63.514 -10.753
H 3.966 -66.169 -4.947
C 6.361 -68.788 -13.001
H 4.806 -71.100 -12.039
H 4.790 -60.591 -8.641
C 4.846 -68.767 -5.584
O 4.867 -63.766 -9.013
H 1.546 -63.734 -13.630
H 4.353 -72.904 -13.521
C 1.889 -69.763 -8.242
O 7.482 -66.760 -9.936
C 2.515 -66.972 -14.118
H 8.384 -62.545 -12.613
H 3.693 -61.529 -9.816
C 3.710 -66.392 -5.839
O 1.748 -66.011 -8.670
C 6.924 -69.557 -9.603
H 5.856 -71.145 -10.064
C 6.593 -63.755 -12.562
C 1.353 -68.829 -15.186
H -0.297 -63.401 -9.778
H 3.793 -65.943 -15.487
H 6.846 -69.581 -8.509
H 7.391 -70.949 -11.036
O 6.239 -70.126 -13.374
C 5.227 -72.181 -13.658
C 4.705 -61.342 -9.500
H 6.272 -69.095 -10.218
C 7.852 -63.190 -11.852
H 8.376 -64.089 -11.507
H 7.758 -67.205 -12.902
C 3.593 -65.946 -14.378
O 2.494 -67.924 -15.056
H 5.390 -60.803 -10.163
O 2.007 -62.947 -11.141
H 2.141 -61.312 -7.316
C 7.735 -68.307 -13.166
H 5.509 -61.776 -12.414
H 0.776 -69.757 -8.049
H -0.228 -66.863 -6.455
H 3.479 -64.878 -14.123
H 4.453 -62.997 -13.383
H 10.279 -67.588 -8.971
H 0.589 -61.768 -8.084
C 0.970 -63.320 -11.565
H 9.398 -62.481 -8.210
H 2.728 -66.740 -5.714
H 0.117 -64.658 -13.177
O 1.709 -66.721 -13.157
H 0.457 -68.315 -15.054
H 10.247 -67.932 -10.563
N 4.111 -66.101 -10.585
H 3.399 -65.557 -6.539
H 2.395 -70.241 -16.334
C -0.164 -66.596 -7.470
H 2.791 -63.669 -6.986
H 3.568 -66.863 -11.025
C 1.828 -63.417 -7.541
*
```

Calculated values
Molar mass, g mol⁻¹: 690.89
E_LUMO, eV: -1.59
Gap between HOMO and LUMO, eV: 10.3
Total energy, eV: -64426.428

***

# 4
The following is a quantum chemistry calculation of a cluster of 2 separate species, C4H7NO3 in total, from OMol25.

```
! RIJCOSX wB97M-V def2-TZVPD def2/J DEFGRID3
* xyz 0 1
H 1.350 1.660 -0.703
O 0.251 -0.246 2.740
H -1.403 0.605 -2.015
O -1.277 -0.210 0.565
O 1.075 -2.115 2.215
H -0.082 2.258 -0.084
C -0.252 0.140 -0.288
C -0.499 0.018 -1.725
C 0.548 1.439 -0.014
H -0.668 -1.048 -2.017
H -0.653 -2.456 0.086
C -0.186 -1.041 0.637
H 0.333 0.460 -2.291
N 0.435 -1.120 1.885
H 1.028 1.656 1.008
*
```

Calculated values
Molar mass, g mol⁻¹: 117.10
E_LUMO, eV: -0.48
Gap between HOMO and LUMO, eV: 10.3
Total energy, eV: -11887.457

***

# 5
The following is a quantum chemistry calculation of a cluster of 4 separate species, C3H15NO3 in total, from OMol25.

```
! RIJCOSX wB97M-V def2-TZVPD def2/J DEFGRID3
* xyz 0 1
H 2.852 1.268 -0.673
H -1.758 -1.709 1.319
H 0.737 -1.184 0.834
O -2.044 -2.704 -0.287
H -1.894 -1.937 -0.916
C 1.422 -0.398 0.536
H 2.121 -0.845 -0.223
O -1.769 -1.092 2.161
H -0.458 1.596 1.542
C 1.837 1.297 -1.116
H -0.250 -0.132 -1.477
H -1.830 0.139 -1.823
H 2.116 -0.264 1.501
H 1.796 0.531 -1.932
O -1.197 -0.514 -1.512
H 1.109 2.479 1.265
H -2.599 -3.364 -0.740
N 0.919 0.840 -0.082
H -2.682 -0.787 2.276
H 1.476 2.233 -1.588
H -0.254 2.691 0.141
C 0.349 1.856 0.797
*
```

Calculated values
Molar mass, g mol⁻¹: 113.16
SMILES: CN(C)C.O.O.O
E_LUMO, eV: 0.62
Gap between HOMO and LUMO, eV: 9.1
Total energy, eV: -10985.602

***

# 6
The following is a quantum chemistry calculation of the molecule C5H7NO, from OMol25.

```
! RIJCOSX wB97M-V def2-TZVPD def2/J DEFGRID3
* xyz 0 1
C -0.030 -0.777 0.484
O 0.461 1.398 0.642
C 2.249 -0.032 -0.140
H -2.517 -1.560 -0.335
C -0.882 1.293 0.364
C 0.965 0.141 0.602
H -3.007 -0.001 -0.841
H 0.094 -1.855 0.471
H 2.624 -1.059 -0.100
H 1.877 0.136 -1.167
C -1.208 -0.022 0.184
H 3.052 0.686 0.029
H -1.394 2.240 0.278
N -2.286 -0.591 -0.472
*
```

Calculated values
Molar mass, g mol⁻¹: 97.12
SMILES: Cc1cc(N)co1
E_LUMO, eV: 1.06
Gap between HOMO and LUMO, eV: 8.6
Total energy, eV: -8834.474

***

- The lowest molar mass belongs to which entry?
  C2H2OS